(1)
{"formula": "C3H3N2S2", "method": "the ωB97M-V functional and the def2-TZVPD basis", "elements": ["C", "C", "C", "N", "N", "S", "S", "H", "H", "H"], "coordinates": [[-0.199996, 1.237739, 1.572111], [-0.572180, -1.898445, 0.474530], [-0.117800, 0.404069, -0.710947], [0.178772, 0.904680, 0.458688], [0.816206, 0.162467, -1.586500], [-0.900568, -2.825075, 1.631780], [-0.452653, 1.681483, 3.012262], [-1.154736, 0.266754, -1.007025], [0.609477, -0.221379, -2.497606], [1.793478, 0.287709, -1.347293]], "forces_ev_per_a": [[0.2, 0.0, -0.1], [-0.3, -0.7, 0.6], [-0.3, -0.1, -0.7], [0.4, 0.5, 0.5], [0.1, 0.1, 0.1], [0.1, 0.3, -0.4], [-0.2, 0.0, -0.1], [0.1, 0.0, 0.0], [-0.2, 0.0, 0.1], [-0.1, 0.0, 0.0]], "homo_lumo_gap_ev": 9.42, "relative_energy_kcal_mol": 12.85, "homo_energy_ev": -14.528, "total_charge": 1}

---

(2)
{"formula": "C5H20FeN10O9P", "method": "the ωB97M-V functional and the def2-TZVPD basis", "elements": ["Fe", "P", "O", "O", "O", "O", "C", "O", "N", "N", "H", "H", "H", "H", "C", "O", "N", "N", "H", "H", "H", "H", "C", "O", "N", "N", "H", "H", "H", "H", "C", "O", "N", "N", "H", "H", "H", "H", "C", "O", "N", "N", "H", "H", "H", "H"], "coordinates": [[13.172983, 7.357074, -2.026423], [12.818791, 8.273613, 0.059549], [13.813259, 7.079831, -0.062481], [13.428273, 9.087130, -1.119503], [12.508804, 8.868468, 1.454974], [11.648215, 7.590787, -0.718972], [11.126275, 4.402488, 0.436996], [10.888025, 3.202198, 0.589971], [12.129582, 5.091349, 1.100123], [10.701121, 5.175106, -0.462538], [12.421011, 4.810478, 2.025481], [12.393697, 6.028213, 0.830618], [11.154042, 6.077837, -0.469272], [10.110217, 4.806203, -1.193867], [10.603017, 8.309450, -3.544980], [11.781926, 8.031105, -3.590543], [10.012309, 8.976951, -4.509656], [9.919841, 7.888567, -2.545586], [9.114040, 9.424075, -4.624973], [10.600278, 8.929479, -5.329496], [10.399057, 7.580472, -1.711596], [9.014943, 8.317914, -2.415459], [15.297228, 7.154929, -4.431936], [14.638365, 7.429245, -3.459314], [15.312690, 7.847291, -5.535629], [16.035681, 6.078576, -4.470772], [15.967924, 7.441591, -6.188448], [14.788959, 8.701554, -5.662255], [16.652585, 5.887142, -5.247219], [15.881678, 5.232166, -3.941652], [12.843569, 4.246225, -2.925584], [12.887857, 5.477836, -2.908916], [13.676044, 3.337043, -2.465060], [11.989290, 3.532265, -3.585687], [14.373005, 3.557047, -1.767964], [13.192953, 2.454156, -2.550060], [12.078993, 2.526775, -3.617788], [11.083550, 3.858394, -3.891241], [17.076285, 6.732577, -0.248128], [18.258513, 6.405843, -0.496760], [16.121074, 5.780534, -0.225753], [16.571917, 7.897535, -0.156737], [16.164691, 4.871413, -0.663599], [15.190524, 6.171379, -0.188128], [15.577147, 7.889763, 0.017847], [17.227589, 8.653095, -0.017747]], "forces_ev_per_a": [[0.2, -0.2, -1.5], [0.2, 2.5, 2.4], [1.2, -1.5, 1.7], [0.0, 2.5, 0.4], [0.7, -1.3, -3.0], [-2.3, -0.4, 0.9], [3.6, -2.3, 3.1], [-0.6, -0.3, 0.4], [0.2, -1.1, 1.7], [-3.3, 1.4, -4.2], [-0.1, -0.1, -0.3], [0.2, -0.2, 0.1], [-0.4, 1.2, -0.9], [0.2, 0.3, 0.2], [1.0, -0.6, 1.3], [2.7, -0.3, -1.7], [-0.4, 1.6, -3.7], [-4.3, -0.4, 1.8], [0.2, -0.5, 0.7], [-0.3, 0.6, -0.1], [0.8, 0.3, 0.8], [0.0, -0.3, 0.2], [-1.8, 0.2, 2.3], [-0.4, 0.8, 0.8], [0.6, 1.3, -2.8], [2.9, -3.9, -0.6], [-0.6, 1.1, -0.6], [0.4, -0.3, 0.1], [-0.2, 0.2, 0.1], [-0.3, 0.8, 0.5], [1.0, 2.7, 0.2], [-0.1, -1.4, 0.2], [3.0, -0.8, 1.9], [-5.4, -1.5, -3.6], [-0.3, -0.3, 0.1], [1.7, -0.2, 1.5], [-0.4, 0.5, -0.2], [0.4, 0.4, 0.1], [3.0, -5.1, -2.3], [0.0, 0.9, 0.6], [-1.5, -1.5, 0.3], [-0.1, 3.9, 0.8], [1.0, 0.5, 0.2], [-0.7, -0.3, 0.3], [-0.5, 1.1, 0.1], [-0.7, 0.1, 0.0]], "homo_lumo_gap_ev": [6.19, 5.90], "multiplicity": 5, "relative_energy_kcal_mol": 97.58, "homo_energy_ev": [-4.085, -3.789], "total_charge": -1}

---

(3)
{"formula": "C18H34Hg2O14S4", "method": "the ωB97M-V functional and the def2-TZVPD basis", "elements": ["Hg", "Hg", "O", "C", "O", "O", "H", "O", "C", "O", "O", "H", "C", "C", "C", "S", "O", "O", "C", "H", "H", "H", "H", "H", "H", "H", "H", "C", "C", "C", "S", "O", "O", "C", "H", "H", "H", "H", "H", "H", "H", "H", "C", "C", "C", "S", "O", "O", "C", "H", "H", "H", "H", "H", "H", "H", "H", "C", "C", "C", "S", "O", "O", "C", "H", "H", "H", "H", "H", "H", "H", "H"], "coordinates": [[-0.455866, 1.672964, 3.962190], [-2.859272, 1.868450, 0.513371], [-3.670516, -0.638072, 3.669174], [-3.265900, 0.125349, 2.662262], [-2.261124, 0.866289, 2.807738], [-3.969923, 0.138086, 1.598163], [-4.370890, -1.228485, 3.351038], [1.373250, 0.756577, -0.189688], [0.268333, 1.024511, 0.507942], [0.284578, 1.032601, 1.768549], [-0.768940, 1.282733, -0.176702], [1.016337, 0.856639, -1.109151], [3.655501, 4.615028, 1.634589], [3.523361, 3.308104, 0.865098], [3.902267, 2.223381, 1.889802], [3.175088, 2.731262, 3.521763], [4.193764, 2.863477, 4.544811], [1.929244, 2.027718, 3.826728], [2.729358, 4.399757, 2.813153], [3.199300, 5.493506, 1.172538], [4.662148, 4.866126, 1.964777], [4.189788, 3.241460, 0.005504], [2.503643, 3.155646, 0.514344], [4.946066, 2.180373, 2.193413], [3.367829, 1.289137, 1.717000], [2.795992, 5.217092, 3.530068], [1.702059, 4.239712, 2.479240], [3.496713, -1.137458, -3.511889], [2.516185, -1.691791, -2.452654], [1.068590, -1.510597, -2.933341], [1.099270, -0.014628, -3.963290], [0.915728, 1.091980, -3.025984], [0.299118, -0.063930, -5.171258], [2.828852, -0.113595, -4.463686], [3.717109, -1.886176, -4.275263], [4.431257, -0.763072, -3.106564], [2.626717, -1.059893, -1.567079], [2.825014, -2.678138, -2.113959], [0.257189, -1.416274, -2.216690], [0.785511, -2.257126, -3.681201], [3.190730, 0.913662, -4.449494], [2.705765, -0.407083, -5.503890], [-5.764934, 0.001571, -3.206440], [-6.055258, -0.642386, -1.830476], [-4.857851, -1.601984, -1.583611], [-3.455126, -0.515798, -2.139802], [-2.306098, -1.345624, -2.448188], [-3.394779, 0.616822, -1.236738], [-4.278416, 0.132025, -3.646496], [-6.323491, 0.935843, -3.288327], [-6.255454, -0.568394, -3.997660], [-6.955607, -1.236098, -1.978853], [-6.301267, 0.136902, -1.113968], [-4.923964, -2.430103, -2.281019], [-4.562601, -1.762586, -0.549655], [-4.043436, -0.594851, -4.418367], [-3.856965, 1.117594, -3.818141], [1.246710, -2.929019, 1.440186], [-0.264621, -2.822458, 1.551273], [-0.583563, -3.028230, 3.009222], [0.622812, -2.029692, 3.954135], [1.095684, -2.760973, 5.111446], [0.154350, -0.647574, 4.037246], [1.845812, -2.165064, 2.578954], [1.564369, -2.496226, 0.486678], [1.557823, -3.965789, 1.306351], [-0.823711, -3.548377, 0.961034], [-0.630522, -1.839362, 1.236501], [-0.411777, -4.054653, 3.343753], [-1.553114, -2.807254, 3.461810], [2.721617, -2.602586, 3.064863], [2.234160, -1.161006, 2.392805]], "forces_ev_per_a": [[1.4, -1.8, -1.5], [1.3, -1.7, 0.0], [0.8, -0.1, -0.3], [-2.0, -0.4, -0.1], [0.6, 1.2, 0.4], [1.0, 0.7, 0.5], [-0.1, 0.2, 0.1], [-1.2, 0.1, 0.1], [-0.6, 0.6, 2.1], [0.9, 0.1, -0.7], [-1.1, 0.6, -0.6], [0.9, -0.1, -0.6], [-1.2, 0.3, 0.3], [1.0, -0.2, 0.4], [-1.3, -0.4, 1.0], [1.4, 3.5, -0.9], [-1.0, -0.7, -0.8], [-1.4, -0.8, 0.6], [0.1, -0.6, 1.2], [0.5, -0.1, -0.6], [0.1, -0.2, -0.1], [0.0, 0.0, 0.0], [0.0, 0.0, 0.0], [0.1, -0.4, -0.6], [0.7, -0.3, -0.3], [-0.1, -0.4, 0.4], [0.0, 0.3, -0.1], [-0.3, -0.2, -1.9], [0.1, 1.4, 0.6], [0.2, -0.6, -1.6], [0.3, 0.3, -0.1], [-0.1, 0.0, 0.2], [0.0, -0.1, 1.1], [-1.1, 0.6, 0.7], [0.5, -0.6, 0.7], [-0.1, -0.1, 0.2], [0.0, 0.0, 0.1], [-0.4, -0.2, -0.4], [0.2, 0.0, 0.2], [0.0, -0.3, 0.3], [0.1, -0.1, 0.2], [0.5, -0.3, 0.0], [-0.9, 0.8, -1.5], [0.4, -0.7, -0.9], [0.4, 2.8, 0.2], [-0.9, -2.6, -2.7], [-0.2, 1.1, 0.8], [0.1, 0.9, 0.6], [-0.1, -0.9, 2.0], [0.4, 0.3, 0.2], [0.1, -0.4, 0.2], [0.0, 0.0, 0.3], [0.6, -0.3, 0.5], [0.4, -0.3, 0.3], [-0.4, -0.7, 0.0], [0.2, 0.2, -0.2], [-0.2, 0.0, -0.2], [-0.1, 0.1, -1.6], [-1.1, 0.3, 0.2], [-0.3, -0.1, 1.9], [0.9, -2.3, -1.5], [-0.6, 1.2, -0.6], [-0.3, 0.5, 0.6], [1.4, 0.8, 1.9], [0.0, 0.3, 0.1], [0.0, -0.1, 0.8], [0.3, -0.1, -0.1], [0.2, 0.1, 0.0], [0.4, 0.0, -0.1], [-0.2, 0.4, -0.6], [-0.2, -0.6, -0.1], [-0.7, 0.2, -0.5]], "homo_lumo_gap_ev": 5.37, "homo_energy_ev": -14.475, "total_charge": 2}

---

(4)
{"formula": "C2H4KMgO", "method": "the ωB97M-V functional and the def2-TZVPD basis", "elements": ["O", "Mg", "C", "C", "H", "H", "H", "K", "H"], "coordinates": [[-0.169044, 0.587062, -0.403651], [1.662690, 0.227673, 0.239518], [-0.974698, 1.517381, 0.075833], [-2.170617, 1.642863, -0.758491], [-2.162364, 1.657684, 0.550404], [-1.924671, 1.476208, -1.803673], [-3.248085, 1.601867, -0.655195], [0.041064, -2.084283, 0.046974], [-0.484291, 2.387938, 0.512468]], "forces_ev_per_a": [[0.0, -0.2, 0.7], [0.9, 1.3, -0.1], [-0.2, 2.1, -1.5], [0.6, 1.3, -1.0], [0.8, -2.7, 0.6], [0.1, -2.3, -0.1], [-0.6, 1.8, 0.6], [-0.9, -1.4, -0.2], [-0.8, 0.1, 1.0]], "homo_lumo_gap_ev": [5.86, 8.06], "multiplicity": 2, "relative_energy_kcal_mol": 83.40, "homo_energy_ev": [-15.847, -18.195], "total_charge": 2}

---

(5)
{"formula": "C46H50N3O3P4S3V", "method": "the ωB97M-V functional and the def2-TZVPD basis", "elements": ["V", "O", "S", "C", "C", "C", "C", "C", "C", "P", "C", "C", "C", "C", "C", "C", "C", "C", "C", "C", "C", "C", "C", "C", "C", "C", "C", "C", "P", "C", "C", "C", "C", "C", "C", "C", "C", "C", "C", "C", "C", "H", "H", "H", "H", "H", "H", "H", "H", "H", "H", "H", "H", "H", "H", "H", "H", "H", "H", "H", "H", "H", "H", "H", "H", "H", "H", "H", "H", "C", "C", "O", "P", "S", "S", "O", "C", "C", "H", "H", "H", "H", "H", "H", "H", "H", "H", "H", "C", "N", "C", "N", "C", "N", "C", "P", "C", "C", "H", "H", "H", "H", "H", "H", "H", "H", "H", "H", "H", "H"], "coordinates": [[-0.339938, 0.325777, -0.197736], [-1.260293, 3.528119, -0.818620], [-0.566061, 2.583718, 0.111383], [-1.315863, 2.953548, 1.717459], [-1.965202, 4.165258, 1.914848], [-2.387652, 4.481909, 3.194609], [-2.140514, 3.603133, 4.251432], [-1.525192, 2.384771, 4.016479], [-1.138695, 2.030840, 2.725151], [-0.454507, 0.364501, 2.241060], [0.904004, 0.333106, 3.517381], [1.003235, -0.558969, 4.581095], [2.042771, -0.461169, 5.504893], [2.991926, 0.541186, 5.392618], [2.889765, 1.458167, 4.351677], [1.858261, 1.353231, 3.434191], [-1.727839, -0.742867, 2.998070], [-1.422454, -2.083579, 3.229568], [-2.375037, -2.971232, 3.705280], [-3.672714, -2.532907, 3.943214], [-3.996699, -1.207162, 3.705164], [-3.030835, -0.321082, 3.239034], [1.063944, 3.302875, 0.464750], [1.164396, 4.568985, 1.034364], [2.415477, 5.104982, 1.275177], [3.560654, 4.379150, 0.948882], [3.446525, 3.127711, 0.367192], [2.190683, 2.578469, 0.110831], [1.905684, 0.948530, -0.723220], [2.251195, 1.357855, -2.470802], [2.340100, 0.300174, -3.375359], [2.529793, 0.534774, -4.726963], [2.617105, 1.842513, -5.196873], [2.512548, 2.899881, -4.305770], [2.330224, 2.658831, -2.946263], [3.444970, 0.056571, -0.236744], [4.581914, -0.035456, -1.032411], [5.703585, -0.731487, -0.587518], [5.704632, -1.339668, 0.659133], [4.571242, -1.258846, 1.460962], [3.452828, -0.578291, 1.005067], [-2.127217, 4.825967, 1.072245], [-2.897800, 5.419102, 3.378755], [-2.448894, 3.865697, 5.255516], [-1.365555, 1.689503, 4.834279], [0.264637, -1.336006, 4.717178], [2.095611, -1.170509, 6.321710], [3.796273, 0.617153, 6.113901], [3.614057, 2.257396, 4.251726], [1.798272, 2.086161, 2.640826], [-0.416254, -2.442857, 3.049374], [-2.107714, -4.006743, 3.876778], [-4.426803, -3.222205, 4.301782], [-5.005857, -0.853253, 3.873401], [-3.312223, 0.703713, 3.039885], [0.273722, 5.125967, 1.295041], [2.500435, 6.086066, 1.725065], [4.540235, 4.796654, 1.144586], [4.340904, 2.571239, 0.112111], [2.253738, -0.723336, -3.022225], [2.597448, -0.300265, -5.412886], [2.756003, 2.032822, -6.253682], [2.563086, 3.920412, -4.663427], [2.231973, 3.498212, -2.267940], [4.609992, 0.444087, -2.003494], [6.579510, -0.794194, -1.221511], [6.578031, -1.880720, 1.002011], [4.550606, -1.733283, 2.434611], [2.567960, -0.560213, 1.624180], [-5.852009, 2.062221, -3.430981], [-5.054256, 1.679717, -2.211288], [-3.654064, 1.670096, -2.568884], [-2.723593, 0.512338, -2.005559], [-0.905347, 0.796643, -2.692502], [-2.888566, 0.299502, -0.031512], [-3.400562, -0.822551, -2.612593], [-3.426383, -1.002136, -4.043214], [-4.497939, -2.015125, -4.351032], [-6.915378, 2.102184, -3.183803], [-5.713055, 1.332684, -4.230973], [-5.550337, 3.041915, -3.802837], [-5.356185, 0.704589, -1.827000], [-5.171891, 2.408423, -1.409560], [-2.440173, -1.340100, -4.366793], [-3.626319, -0.048515, -4.534545], [-4.289356, -2.964802, -3.855508], [-4.545444, -2.193888, -5.427337], [-5.476015, -1.666466, -4.016285], [0.804586, -5.099509, -0.414389], [1.675107, -4.212591, -1.187031], [1.235815, -4.243830, -2.582416], [-0.174670, -3.916464, -2.776856], [-0.978503, -4.811228, -1.946115], [-0.619016, -4.791160, -0.529602], [-0.919613, -3.491613, 0.093210], [-0.035923, -2.046931, -0.681365], [1.651097, -2.841727, -0.654398], [-0.451237, -2.514020, -2.438236], [1.094954, -5.051471, 0.637209], [0.960194, -6.120053, -0.769710], [1.406263, -5.252073, -2.965102], [1.845717, -3.547789, -3.162624], [-0.841808, -5.831087, -2.311340], [-2.030555, -4.542218, -2.053908], [-0.654235, -3.554220, 1.142759], [-1.994902, -3.303905, 0.050826], [2.027032, -2.853405, 0.370576], [2.354977, -2.231841, -1.226180], [0.081377, -1.847358, -3.116512], [-1.511884, -2.314621, -2.579060]], "forces_ev_per_a": [[0.1, 0.0, 0.1], [0.5, -0.5, 0.5], [-0.5, 1.1, -0.5], [0.1, 0.1, -0.2], [0.0, -0.1, 0.1], [0.0, 0.0, 0.1], [0.0, 0.0, -0.1], [-0.1, -0.1, 0.1], [0.0, -0.2, -0.1], [-0.1, 0.0, 0.7], [0.0, 0.1, 0.0], [0.0, -0.1, 0.0], [-0.1, 0.0, -0.1], [0.0, 0.0, -0.1], [0.0, -0.1, 0.0], [0.0, 0.0, -0.1], [0.1, 0.1, 0.0], [0.1, -0.1, 0.0], [0.0, 0.1, 0.0], [0.0, 0.0, 0.0], [0.1, 0.0, 0.0], [-0.1, 0.0, 0.0], [-0.2, 0.1, 0.2], [0.0, -0.1, -0.1], [0.2, 0.0, 0.0], [-0.1, 0.1, 0.0], [0.1, -0.1, 0.0], [0.0, -0.2, -0.2], [0.6, 0.4, 0.1], [-0.1, -0.1, 0.0], [0.0, -0.1, -0.1], [0.0, 0.1, 0.0], [0.0, 0.0, 0.1], [0.0, -0.1, 0.1], [0.0, 0.1, -0.1], [-0.1, -0.1, 0.0], [0.2, 0.1, 0.0], [-0.1, 0.0, 0.0], [-0.1, 0.0, 0.0], [0.0, 0.0, -0.1], [0.0, -0.1, 0.1], [0.0, 0.0, 0.0], [0.0, 0.0, 0.0], [0.0, 0.0, 0.0], [0.0, 0.0, 0.0], [0.0, 0.0, 0.0], [0.0, 0.0, 0.0], [0.0, 0.0, 0.0], [0.0, 0.0, 0.0], [0.0, 0.0, 0.0], [0.0, 0.0, -0.1], [0.0, 0.0, 0.0], [0.0, 0.0, 0.0], [0.0, 0.0, 0.0], [0.0, 0.0, 0.0], [0.0, 0.0, 0.0], [0.0, 0.0, 0.0], [0.0, 0.0, 0.0], [0.0, 0.0, 0.0], [0.0, 0.0, 0.0], [0.0, 0.0, 0.0], [0.0, 0.0, 0.0], [0.0, 0.0, 0.0], [0.0, 0.0, 0.0], [0.0, 0.0, 0.0], [0.0, 0.0, 0.0], [0.0, 0.0, 0.0], [0.0, 0.0, 0.0], [-0.1, 0.1, 0.1], [-0.1, 0.0, -0.1], [0.2, 0.2, 0.1], [-0.3, 0.1, -0.1], [-0.1, -0.2, 0.0], [-0.1, -0.1, 0.0], [0.0, -0.2, -0.1], [0.0, 0.0, -0.1], [0.0, 0.0, 0.1], [-0.1, -0.1, -0.1], [0.0, 0.0, 0.0], [0.0, 0.0, 0.0], [0.0, 0.0, 0.0], [0.0, -0.1, 0.0], [0.0, 0.0, 0.0], [0.0, 0.0, 0.0], [0.0, 0.1, 0.0], [0.0, 0.0, 0.0], [0.0, 0.0, 0.0], [0.0, 0.0, 0.0], [0.0, 0.1, 0.0], [-0.2, 0.1, 0.0], [0.0, 0.1, 0.0], [0.0, 0.1, 0.2], [0.0, 0.0, 0.0], [0.1, 0.2, 0.0], [-0.1, -0.1, -0.2], [0.2, -0.5, -0.2], [0.0, -0.1, -0.1], [0.1, -0.2, 0.1], [0.0, 0.0, 0.0], [0.0, 0.0, 0.0], [0.0, 0.0, 0.0], [0.0, 0.0, 0.0], [0.0, 0.0, 0.0], [0.0, 0.0, 0.0], [0.1, 0.0, 0.2], [0.0, 0.0, 0.0], [0.0, 0.0, 0.0], [0.0, 0.0, 0.0], [0.1, 0.0, 0.0], [-0.1, 0.0, 0.0]], "homo_lumo_gap_ev": [7.00, 5.57], "multiplicity": 3, "relative_energy_kcal_mol": 6.84, "homo_energy_ev": [-6.456, -5.238]}

---

> Which formula does entry 4 have?

C2H4KMgO